# 1
{"formula": "C12H16N2O4", "method": "ωB97M-V/def2-TZVPD", "elements": ["C", "C", "C", "C", "C", "C", "C", "C", "C", "C", "C", "C", "H", "H", "H", "H", "H", "H", "H", "H", "H", "H", "H", "H", "H", "H", "H", "H", "N", "N", "O", "O", "O", "O"], "positions_angstrom": [[2.7603, 0.1694, -0.5465], [1.9152, 1.4336, -0.3016], [2.2859, -0.8580, 0.4883], [-0.1660, 0.7287, -1.5673], [-0.3208, 1.5311, -2.8498], [-1.5286, 0.5194, -0.9392], [-1.7933, -0.3762, 0.1758], [-2.2924, -1.7351, 0.0495], [-1.6081, 0.0596, 1.5357], [-2.6508, -2.5223, 1.2028], [-2.0051, -0.6964, 2.6307], [-2.3183, -2.0684, 2.4314], [4.2271, 0.6860, 0.7022], [4.4060, 1.3163, -0.7955], [2.6581, -0.1397, -1.6075], [2.9048, -1.7095, 0.2430], [1.2134, -1.1219, 0.3965], [2.6453, -0.4243, 1.4262], [0.4976, 2.6189, -0.6918], [0.2118, -0.2356, -1.7200], [-1.7970, 1.5663, -0.6010], [-2.2431, 0.4025, -1.7169], [-2.2684, -2.1600, -0.9687], [-1.1716, 0.9993, 1.6111], [-2.8731, -3.5534, 1.1291], [-1.8465, -0.3304, 3.5792], [-2.0509, -2.6630, 4.1891], [-0.4356, 3.2127, -3.5951], [4.1538, 0.4150, -0.3083], [0.6756, 1.6031, -0.7336], [2.4264, 2.3581, 0.3083], [-0.8080, 1.0116, -3.8190], [-2.6045, -2.9600, 3.3863], [-0.1992, 2.9226, -2.7235]], "atomic_forces_ev_per_a": [[-1.315, 0.383, -0.349], [1.894, -0.060, 0.277], [0.456, -0.066, -1.266], [0.803, 2.849, 0.847], [-2.036, -0.135, -0.120], [-0.944, 3.363, -0.151], [-0.425, -3.456, 3.090], [0.527, 1.246, 0.498], [-1.358, -1.780, -1.912], [2.008, 1.500, -3.510], [1.085, -1.698, -2.252], [-1.582, 1.973, -0.223], [0.109, -0.269, -1.186], [-0.204, -1.316, 0.633], [-0.233, -0.148, 0.560], [-0.066, -0.647, 0.424], [0.612, 0.306, 0.496], [-0.751, -0.411, 0.283], [-0.641, -0.976, -0.077], [1.340, -1.099, -0.580], [0.112, -0.909, -0.047], [-0.577, -0.707, -0.877], [-0.559, 0.074, 0.629], [0.482, 1.743, 0.683], [-0.490, -0.815, -0.365], [0.260, 0.773, 2.112], [-1.520, -0.985, -1.435], [-0.315, 0.666, -0.947], [0.840, 1.732, 0.555], [-1.064, -0.390, 0.014], [0.451, 0.481, 0.407], [0.718, 0.600, -0.327], [1.912, 0.623, 3.664], [0.473, -2.443, 0.452]], "e_tot_ev": -23872.9366, "relative_energy_kj_mol": 221.1, "charge": 0, "orbital_gap_ev": 9.16}

# 2
{"formula": "C12H16N4", "method": "ωB97M-V/def2-TZVPD", "elements": ["N", "N", "N", "C", "C", "C", "C", "C", "N", "C", "C", "C", "C", "C", "C", "C", "H", "H", "H", "H", "H", "H", "H", "H", "H", "H", "H", "H", "H", "H", "H", "H"], "positions_angstrom": [[-0.5656, -5.7997, 0.8493], [-0.6771, -5.5217, -0.4853], [-0.6476, -2.2204, 0.7887], [-0.5085, -4.6425, 1.3960], [-0.6606, -4.1905, -0.7220], [-1.1117, 0.6915, 1.3477], [-0.9242, 0.0655, 0.1249], [-1.0545, -1.3723, -0.1329], [-0.5099, -3.6179, 0.4673], [1.9388, 0.8723, 0.4059], [1.7180, 2.2662, -1.5591], [-0.5901, 2.1600, 1.4619], [-1.1027, 2.3028, -0.9469], [-0.4172, 0.9442, -0.9422], [-0.0788, 2.5930, 0.1211], [0.8716, 1.6240, -0.4480], [-0.3048, -4.6185, 2.4484], [-0.7142, -3.5643, -1.5660], [-1.3789, 0.1053, 2.3062], [-1.5622, -1.7199, -1.0673], [1.6416, -0.1503, 0.3158], [3.0649, 0.9243, 0.0193], [2.0437, 1.3037, 1.4089], [1.1175, 2.8731, -2.2620], [2.3053, 3.0866, -1.2391], [2.4926, 1.5965, -2.0680], [0.1173, 2.1674, 2.3043], [-1.4122, 2.7453, 1.8773], [-2.0708, 2.2955, -0.4781], [-1.1069, 2.8489, -1.8735], [-0.2051, 0.3328, -1.9206], [0.2924, 3.6191, 0.0679]], "atomic_forces_ev_per_a": [[-0.342, 0.938, -1.828], [-0.143, 0.452, -2.931], [0.583, 0.418, -1.260], [0.827, 0.911, 1.399], [0.106, -3.459, 1.950], [1.039, -1.518, -0.425], [-1.038, 0.834, 3.256], [-0.179, -2.479, 1.419], [-1.329, 2.338, 1.945], [1.500, 0.865, -0.785], [-0.350, -0.076, -1.759], [-1.383, -1.695, 1.272], [-0.749, -0.774, 0.489], [1.405, -2.765, -3.742], [0.606, 3.692, 1.054], [3.390, -0.518, -1.041], [-0.185, 1.018, 0.263], [-0.069, -0.283, -1.276], [0.254, 1.051, -1.818], [0.810, 0.373, 0.475], [0.187, -0.908, 0.947], [-2.562, 0.082, 0.305], [-0.471, -0.677, 0.055], [-0.097, -0.986, -0.439], [0.941, 0.661, 1.424], [-1.591, 0.569, 0.438], [0.323, 0.009, -0.525], [-0.132, 0.413, -0.428], [-0.788, -0.092, -0.420], [0.327, 0.276, -0.125], [-0.895, 1.094, 1.395], [0.005, 0.235, 0.716]], "e_tot_ev": -18658.8990, "relative_energy_kj_mol": 577.1, "charge": 0, "orbital_gap_ev": 8.81}

# 3
{"formula": "C12H16N4O4S", "method": "ωB97M-V/def2-TZVPD", "elements": ["O", "C", "O", "C", "C", "C", "C", "C", "C", "N", "S", "N", "C", "H", "H", "H", "H", "H", "H", "O", "C", "N", "C", "H", "H", "H", "H", "H", "O", "C", "N", "C", "H", "H", "H", "H", "H"], "positions_angstrom": [[2.6956, -1.9214, 0.5253], [2.5205, -0.9176, -0.1197], [3.1615, 0.3101, 0.0984], [1.4427, -0.9633, -1.2871], [0.1155, -0.3936, -0.6316], [-0.7683, -1.2829, 0.0784], [-2.0199, -0.7296, 0.7429], [-2.3221, 0.6784, 0.6575], [-1.3712, 1.5652, -0.0861], [-1.4479, 2.9428, -0.2702], [-0.1232, 3.4272, -1.1605], [0.7125, 1.9915, -1.4240], [-0.1071, 1.0933, -0.7808], [2.7159, 0.6703, 0.8963], [1.7740, -0.3070, -2.1456], [1.3185, -1.9968, -1.6942], [-0.5637, -2.3823, 0.1579], [-2.7045, -1.3941, 1.3168], [-3.2056, 1.1688, 1.1437], [-4.4500, 0.3894, -2.0990], [-3.8004, 0.7003, -3.0813], [-2.5658, 1.2577, -2.9592], [-4.2979, 0.4985, -4.4890], [-1.9971, 1.5287, -3.7416], [-2.2101, 1.4031, -2.0236], [-5.2232, 1.0592, -4.6227], [-4.4882, -0.5628, -4.6500], [-3.5730, 0.8394, -5.2299], [3.7707, -1.4009, 5.8164], [3.4786, -1.2136, 4.6495], [2.7862, -2.1425, 3.9388], [3.8521, 0.0411, 3.9046], [2.5249, -2.0278, 2.9732], [2.5250, -2.9908, 4.4147], [4.9373, 0.1437, 3.9023], [3.4056, 0.8994, 4.4075], [3.5019, 0.0190, 2.8717]], "atomic_forces_ev_per_a": [[0.301, 1.323, 0.103], [-0.905, -1.089, -1.195], [-1.403, -1.035, 0.435], [0.169, 1.138, 0.274], [0.065, -0.981, -0.157], [-0.368, 2.840, -0.353], [0.949, 2.421, -0.961], [1.568, -1.428, -0.452], [1.700, 1.399, -0.873], [1.203, -1.757, -0.394], [-0.778, -1.508, 0.711], [-3.408, -0.191, 1.987], [-0.927, -2.420, 1.361], [0.651, -0.017, -0.446], [-0.450, -0.520, 1.065], [0.135, 0.794, 0.795], [-0.053, 1.327, -0.191], [0.714, 0.572, -0.647], [0.979, -0.756, -0.624], [-0.022, -0.010, -0.183], [0.045, 0.022, 0.292], [0.137, 0.040, 0.044], [0.154, 0.071, -0.194], [-0.133, -0.062, 0.000], [-0.206, -0.030, -0.406], [-0.008, -0.131, 0.038], [-0.106, 0.077, 0.040], [-0.064, -0.028, -0.005], [0.056, 0.195, -0.122], [-0.107, -0.364, 0.223], [-0.179, -0.061, -0.099], [-0.094, 0.101, -0.212], [0.196, 0.005, 0.017], [0.039, 0.071, -0.027], [-0.074, 0.062, 0.067], [0.133, -0.037, 0.058], [0.094, -0.031, 0.032]], "e_tot_ev": -37688.5334, "relative_energy_kj_mol": 0.0, "charge": 0, "orbital_gap_ev": 7.85}

# 4
{"formula": "C12H16N6O6", "method": "ωB97M-V/def2-TZVPD", "elements": ["C", "C", "N", "C", "C", "C", "C", "H", "H", "H", "H", "H", "H", "H", "H", "H", "H", "H", "H", "H", "H", "H", "O", "N", "C", "C", "N", "O", "C", "N", "O", "O", "C", "C", "N", "O", "O", "N", "C", "H"], "positions_angstrom": [[2.7043, 1.4241, -1.7920], [1.5314, 1.2511, -0.8552], [0.5840, 0.1153, -1.0608], [-0.2641, 0.3207, -2.2909], [0.3389, 0.1535, -3.6715], [1.2034, -1.2182, -1.0521], [2.5266, -1.3777, -0.3282], [3.2131, 2.3540, -1.5184], [3.4272, 0.6132, -1.6948], [2.3952, 1.5141, -2.8320], [1.8924, 1.1356, 0.1773], [0.8953, 2.1454, -0.8621], [-1.0819, -0.4013, -2.1746], [-0.6794, 1.3313, -2.1916], [-0.4944, 0.1318, -4.3826], [0.9768, 0.9952, -3.9454], [0.8865, -0.7856, -3.7799], [0.4534, -1.8751, -0.5892], [1.2938, -1.5951, -2.0850], [2.5556, -2.3892, 0.0893], [3.3637, -1.2936, -1.0282], [2.6636, -0.6703, 0.4931], [-2.5510, -1.6328, 5.3803], [-2.1734, -0.7311, 4.6528], [-1.7824, -0.6004, 3.3369], [-1.4439, 0.7467, 3.1102], [-1.5827, 1.4714, 4.2637], [-2.0019, 0.5645, 5.1978], [-1.1589, 1.1956, 1.7466], [-0.9928, 2.5991, 1.4141], [-0.8607, 3.4732, 2.2913], [-0.9853, 2.8834, 0.1859], [-1.1911, 0.2696, 0.6716], [-1.5384, -1.0594, 0.9689], [-1.9875, -2.0812, 0.1234], [-1.9938, -2.1978, -1.0968], [-2.5312, -3.0979, 0.9290], [-2.4497, -2.7706, 2.2666], [-1.8446, -1.5402, 2.2733], [-1.3165, 0.6292, -0.3408]], "atomic_forces_ev_per_a": [[0.313, 0.154, -0.094], [-0.994, -0.313, 0.690], [1.491, 0.745, -1.579], [-0.027, -0.246, 1.346], [-0.084, 0.119, -0.281], [-0.884, -0.351, -0.271], [0.205, -0.380, 0.029], [0.015, -0.098, -0.059], [-0.058, 0.129, -0.159], [0.163, -0.006, 0.142], [-0.014, 0.299, -0.248], [0.288, -0.166, -0.016], [0.034, 0.204, -0.187], [-0.049, -0.144, -0.044], [0.164, -0.036, 0.025], [-0.077, -0.246, -0.063], [-0.003, 0.183, -0.081], [0.261, -0.063, -0.043], [0.162, 0.035, 0.376], [0.125, 0.161, -0.003], [-0.072, 0.052, 0.313], [-0.010, -0.186, -0.101], [0.353, 0.836, -0.956], [0.751, 0.515, -1.083], [-0.423, -0.555, 1.943], [-0.070, 1.764, 1.724], [0.290, -1.707, -2.292], [-0.197, -0.459, 0.038], [0.163, -1.276, -1.040], [0.198, 2.173, -1.114], [-0.332, -2.286, -1.161], [-0.105, -0.639, 2.137], [-1.035, 2.471, 0.882], [-1.186, -2.922, -0.065], [0.529, 1.527, 0.354], [-0.168, -0.153, 1.477], [0.691, 0.521, -0.336], [1.411, 2.758, -0.516], [-1.795, -2.470, -0.271], [-0.022, 0.054, 0.589]], "e_tot_ev": -33915.6468, "relative_energy_kj_mol": 0.0, "charge": 0, "orbital_gap_ev": 6.85}